{
  "formula": "C3H5O3Pm",
  "method": "ωB97M-V with the def2-TZVPD basis set",
  "e_tot_ev": -25879.530,
  "e_homo_ev": [-11.2, -13.3],
  "charge": 1,
  "spin_multiplicity": 6,
  "s2": 8.756,
  "relative_energy_kcal_mol": 32.63,
  "homo_lumo_gap_ha": [0.2365, 0.3117],
  "species": ["H", "C", "H", "H", "O", "O", "Pm", "C", "H", "C", "H", "O"],
  "xyz": [[-0.901912, 1.754356, -1.273158], [-1.210648, -0.995334, 0.006777], [-3.584954, 0.882173, -0.267955], [1.661810, -2.337015, 0.086785], [-2.410717, -0.816523, -0.450825], [2.235457, -1.604975, -0.139729], [2.043253, 0.433398, 0.763184], [-2.699867, 0.565252, -0.827089], [-1.537560, 2.021718, 0.374820], [-1.429369, 1.294373, -0.433780], [-2.896059, 0.578069, -1.903658], [-0.616515, 0.197058, 0.098989]],
  "atomic_forces_ev_per_a": [[-0.07, -0.17, 0.09], [-0.57, -0.48, 0.25], [0.21, -0.10, -0.18], [-0.11, -0.35, -0.18], [0.38, -0.17, -0.10], [-0.03, 2.30, 1.07], [-0.18, -2.24, -1.02], [-0.32, 0.31, -0.10], [-0.19, -0.10, -0.19], [-0.17, 0.32, 0.10], [0.00, -0.01, 0.31], [1.05, 0.69, -0.05]]
}

{
  "formula": "C4H7BrOS",
  "method": "ωB97M-V with the def2-TZVPD basis set",
  "e_tot_ev": -87181.840,
  "e_homo_ev": [-8.0, -8.0],
  "spin_multiplicity": 1,
  "relative_energy_kcal_mol": 88.06,
  "homo_lumo_gap_ha": [0.2950, 0.2781],
  "species": ["H", "Br", "C", "C", "H", "C", "H", "C", "H", "H", "S", "H", "O", "H"],
  "xyz": [[-2.019175, -0.466025, 0.569331], [2.393994, -0.373836, 1.025885], [-0.979115, -0.628704, 0.750861], [0.258273, -0.054026, -1.733242], [1.037249, -0.078052, -2.485185], [1.104696, 0.908148, 0.491787], [-0.625360, 0.706531, -1.875584], [-0.394595, 0.777402, 0.943897], [1.394520, 1.891668, 0.073979], [-0.664777, -1.356061, 1.449788], [-0.535719, -1.451573, -1.003977], [-0.494451, 0.979483, 1.955113], [0.444384, -2.448828, -0.655193], [-0.919924, 1.593873, 0.492541]],
  "atomic_forces_ev_per_a": [[-1.00, -0.52, 0.77], [-0.44, 0.88, 0.05], [0.16, 1.86, -3.23], [-2.25, 2.09, 1.77], [-0.07, -0.35, 0.11], [-2.35, -0.43, -1.68], [1.96, -1.15, -0.02], [2.94, -1.27, -1.60], [0.36, -0.88, 0.63], [0.06, -0.79, 0.65], [-0.40, 2.10, 0.77], [0.13, 0.33, 2.44], [1.41, -2.01, 0.14], [-0.49, 0.12, -0.81]]
}

{
  "formula": "F2H14NNaO11S2",
  "method": "ωB97M-V with the def2-TZVPD basis set",
  "e_tot_ev": -55743.802,
  "e_homo_ev": -8.1,
  "spin_multiplicity": 1,
  "relative_energy_kcal_mol": 464.95,
  "homo_lumo_gap_ha": 0.2742,
  "species": ["O", "H", "H", "S", "O", "O", "H", "O", "F", "H", "H", "H", "O", "O", "H", "H", "H", "O", "H", "F", "O", "H", "H", "S", "Na", "O", "H", "H", "O", "N", "O"],
  "xyz": [[0.793349, -2.291880, -1.180077], [-0.831321, -2.263480, 1.132103], [-1.273501, 1.816630, 2.084993], [3.109419, 0.036190, -0.876997], [-1.434961, -0.364740, -1.224557], [2.693009, -0.317600, 0.451973], [-1.554421, 0.421900, -1.756677], [-0.630141, -1.832020, 0.301673], [0.403079, -0.991960, -3.181187], [-0.712511, 1.759480, 0.680033], [-2.710251, 1.422410, -0.073837], [1.179519, -0.127920, 1.999923], [-2.389821, 0.874360, 0.642553], [-0.449041, 1.832200, -0.378587], [-2.966681, 0.110530, 0.636883], [0.140079, -2.294510, -0.028627], [-0.988891, -0.646650, 2.946193], [-0.480301, 1.600200, 1.594883], [1.906199, 0.269840, 0.732793], [4.603969, -0.500050, -0.982007], [0.255009, 0.102180, -0.977437], [0.431459, 2.036670, -0.693457], [-1.747671, -1.079440, -1.779217], [1.018269, -0.941370, -1.633337], [-0.698751, -0.009540, 0.501333], [-1.232141, -0.904100, 2.056933], [-1.030741, 2.332930, -0.950527], [-2.176521, -1.054130, 2.100373], [1.085249, 0.400460, 1.207363], [2.403089, -0.850190, -2.123557], [3.285969, 1.453600, -1.229917]],
  "atomic_forces_ev_per_a": [[2.28, -0.43, -3.08], [0.03, -0.10, -0.23], [-0.20, 0.44, 0.50], [3.97, 2.05, -4.15], [-10.07, -2.03, -4.41], [10.65, -6.09, -4.98], [-0.11, -0.07, -0.55], [-1.79, -5.76, 1.51], [-0.32, 0.15, 1.33], [-0.35, 1.22, 3.04], [-0.62, 0.00, -0.07], [0.09, 0.33, 0.30], [-4.59, 1.15, 0.38], [-0.59, 5.86, -9.29], [-0.47, -0.12, -0.40], [-0.31, -0.61, 0.01], [-0.05, 0.43, 0.46], [-1.76, 3.64, 9.86], [-3.50, 2.91, 2.12], [-0.89, -0.19, -0.09], [14.35, -2.24, -5.96], [0.62, 0.04, 0.26], [-0.50, -0.51, -0.18], [-5.50, -2.26, -1.87], [-0.31, 0.58, 2.65], [-1.95, -0.56, 5.62], [-0.13, 0.59, -0.35], [-0.35, -0.18, 0.41], [-2.70, 1.13, 4.23], [6.25, 3.34, 1.81], [-1.17, -2.70, 1.13]]
}